Entry 1:
Formula: C22H20ClN2O3PSc
Source: the Open Molecules 2025 dataset
Level of theory: ωB97M-V/def2-TZVPD

The geometry in ORCA input format:
```
! RIJCOSX wB97M-V def2-TZVPD def2/J DEFGRID3
* xyz 1 1
Sc 1.76 -1.33 0.17
N 2.42 -1.10 -2.08
C 3.81 -1.62 -2.14
C 4.54 -1.33 -0.83
O 5.65 -0.86 -0.82
N 3.77 -1.62 0.27
C 4.35 -1.32 1.58
C 3.26 -0.85 2.54
O 3.45 -0.48 3.66
O 2.01 -0.87 1.97
H 1.85 -1.51 -2.81
H 2.44 -0.10 -2.30
H 4.38 -1.19 -2.97
H 3.75 -2.71 -2.27
H 5.11 -0.54 1.50
H 4.83 -2.19 2.02
Cl -0.05 -3.20 0.16
C -1.69 -2.45 0.11
C -2.71 -3.39 0.13
C -4.02 -2.93 0.08
C -4.27 -1.57 0.02
C -3.23 -0.66 0.00
C -1.89 -1.08 0.06
P -0.55 0.14 0.02
C -0.72 1.13 1.52
C 0.11 2.24 1.66
C 0.11 2.96 2.84
C -0.71 2.57 3.89
C -1.53 1.46 3.76
C -1.54 0.74 2.57
C -0.98 1.17 -1.41
C -1.45 2.47 -1.30
C -1.78 3.19 -2.44
C -1.65 2.61 -3.70
C -1.18 1.31 -3.81
C -0.85 0.60 -2.68
H -2.49 -4.45 0.17
H -4.83 -3.64 0.09
H -5.29 -1.21 -0.03
H -3.44 0.40 -0.06
H 0.77 2.55 0.86
H 0.76 3.82 2.95
H -0.71 3.12 4.82
H -2.17 1.15 4.57
H -2.17 -0.13 2.48
H -1.58 2.93 -0.33
H -2.15 4.20 -2.35
H -1.91 3.18 -4.58
H -1.09 0.85 -4.79
H -0.51 -0.43 -2.78
*
```

Results
- HOMO-LUMO gap: 8.3820 eV
- E_HOMO: -12.06 eV
- E: -74770.84317 eV

Table of Mulliken atomic charges, one value per atom, all in e: 0.411, -0.506, -0.528, 0.468, -0.605, -0.242, -0.377, 0.384, -0.559, -0.436, 0.272, 0.283, 0.361, 0.296, 0.349, 0.306, -0.137, 0.814, -0.722, -0.446, -0.877, 0.046, -0.559, 1.327, 0.795, -0.493, -0.843, -0.515, -0.717, -0.549, 0.492, 0.056, -0.740, -0.490, -0.746, -0.582, 0.503, 0.409, 0.432, 0.487, 0.489, 0.423, 0.415, 0.433, 0.348, 0.428, 0.436, 0.403, 0.425, 0.381

Entry 2:
Formula: C22H20F2FeN12O2
Source: the Open Molecules 2025 dataset
Level of theory: ωB97M-V/def2-TZVPD

The geometry in ORCA input format:
```
! RIJCOSX wB97M-V def2-TZVPD def2/J DEFGRID3
* xyz -2 5
Fe 0.94 0.37 0.59
N 4.18 1.27 0.00
C 3.89 0.92 1.31
N 4.72 1.25 2.34
N 4.07 0.76 3.37
N 2.82 0.30 3.07
N 2.72 0.39 1.69
C 3.77 0.52 -1.07
N 4.28 0.68 -2.32
N 3.44 -0.06 -3.13
N 2.48 -0.63 -2.37
N 2.64 -0.25 -1.06
H 5.12 1.67 -0.13
F -0.10 5.20 2.39
C -0.38 3.83 2.53
C 0.43 2.93 1.86
C 0.07 1.59 1.90
C -0.95 1.06 2.67
C -1.65 2.04 3.37
F -2.80 1.72 4.07
C -1.39 3.42 3.38
C -1.19 -0.39 2.68
C -2.31 -1.00 3.28
C -2.58 -2.35 3.15
C -1.59 -3.13 2.52
C -0.47 -2.45 1.95
N -0.26 -1.16 2.00
H 1.23 3.24 1.19
H -2.05 4.05 4.00
H -3.01 -0.38 3.76
H -3.53 -2.80 3.38
H -1.74 -4.21 2.33
H 0.19 -3.02 1.34
O -2.07 0.81 -0.06
C -1.35 1.48 -0.75
C -1.82 2.44 -1.83
C -0.54 2.81 -2.55
C 0.51 2.55 -1.48
O 1.55 3.19 -1.22
N 0.08 1.46 -0.74
H -2.34 3.28 -1.30
H -2.65 1.99 -2.40
H -0.48 3.83 -2.90
H -0.33 2.17 -3.42
C -1.83 -3.66 -1.92
C -0.75 -2.64 -2.30
C -1.18 -1.77 -3.49
C 0.48 -3.36 -2.71
C -0.45 -1.74 -1.18
N 0.05 -0.95 -0.52
H -2.25 -4.14 -2.78
H -2.72 -3.30 -1.37
H -1.52 -4.46 -1.25
H -1.44 -2.42 -4.34
H -0.34 -1.12 -3.83
H -2.04 -1.13 -3.24
H 0.34 -3.85 -3.71
H 0.78 -4.19 -1.99
H 1.30 -2.64 -2.75
*
```

Results
- HOMO-LUMO gap (alpha / beta): 4.8735 / 5.3694 eV
- E_HOMO (alpha / beta): -0.65 / -1.14 eV
- E: -84935.82872 eV

Table of Mulliken atomic charges, one value per atom, all in e: -0.077, 0.052, 0.386, -0.535, -0.807, -0.520, 0.469, 0.299, -0.520, -0.788, -0.262, 0.090, 0.311, -0.378, 0.427, 0.153, -0.004, 0.630, 0.863, -0.394, -1.160, -0.028, -1.187, -0.396, -0.690, -0.400, 0.211, 0.478, 0.394, 0.510, 0.396, 0.329, 0.670, -0.590, 0.181, -0.527, -0.925, 0.180, -0.702, 0.491, 0.195, 0.316, 0.414, 0.223, -1.838, 2.006, -1.603, -1.365, 0.065, -0.321, 0.419, 0.346, 0.395, 0.455, 0.306, 0.349, 0.356, 0.343, 0.306

Entry 3:
Formula: C22H20F3O6S
Source: the Open Molecules 2025 dataset
Level of theory: ωB97M-V/def2-TZVPD

The geometry in ORCA input format:
```
! RIJCOSX wB97M-V def2-TZVPD def2/J DEFGRID3
* xyz -1 1
C 4.74 -1.00 -3.57
C 3.80 -1.07 -2.41
C 4.05 -0.33 -1.24
C 3.10 -0.26 -0.23
C 1.88 -1.01 -0.30
C 0.91 -0.97 0.73
S 0.08 -2.40 1.24
C 0.31 -2.75 3.10
F -0.68 -3.60 3.48
F 1.50 -3.34 3.36
F 0.22 -1.62 3.82
O -1.35 -2.20 1.11
O 0.72 -3.54 0.62
C 1.71 -1.82 -1.46
C 2.64 -1.85 -2.48
H 4.33 -1.57 -4.41
H 4.88 0.04 -3.91
H 5.72 -1.40 -3.31
H 4.99 0.21 -1.14
H 3.23 0.35 0.67
H 0.66 -0.06 1.26
H 0.80 -2.42 -1.55
H 2.48 -2.47 -3.36
C -4.43 0.74 3.65
C -3.59 -0.52 3.52
C -3.80 -1.51 4.67
O -3.88 -1.23 2.30
C -3.42 -0.69 1.12
O -3.89 -1.06 0.07
C -2.33 0.33 1.20
C -1.82 0.80 0.01
C -1.06 2.02 -0.17
C -0.89 2.99 0.85
C -0.08 4.11 0.64
C 0.56 4.30 -0.60
C 0.30 3.40 -1.65
C -0.51 2.29 -1.45
C -1.63 0.44 2.50
O -0.55 0.97 2.65
O -2.18 -0.21 3.56
H -4.28 1.41 2.80
H -5.48 0.45 3.72
H -4.15 1.25 4.58
H -3.19 -2.40 4.49
H -3.48 -1.05 5.61
H -4.85 -1.79 4.74
H -2.11 0.27 -0.90
H -1.38 2.85 1.81
H 0.03 4.83 1.45
H 1.21 5.16 -0.75
H 0.74 3.57 -2.63
H -0.74 1.59 -2.26
*
```

Results
- HOMO-LUMO gap: 4.8750 eV
- E_HOMO: -3.14 eV
- E: -54411.62076 eV

Table of Mulliken atomic charges, one value per atom, all in e: -1.344, 1.101, -0.614, -0.654, 0.623, -0.940, 0.757, 0.624, -0.250, -0.247, -0.213, -0.519, -0.648, -0.518, -0.826, 0.330, 0.294, 0.291, 0.309, 0.398, 0.578, 0.394, 0.218, -1.540, 1.662, -1.748, -0.315, -0.157, -0.686, 0.789, -0.808, 1.008, 0.031, -0.813, -0.379, -0.577, -0.479, 0.524, -0.702, -0.301, 0.281, 0.415, 0.345, 0.352, 0.371, 0.395, 0.396, 0.365, 0.365, 0.372, 0.356, 0.332

Entry 4:
Formula: C22H20FN5O
Source: the Open Molecules 2025 dataset
Level of theory: ωB97M-V/def2-TZVPD

The geometry in ORCA input format:
```
! RIJCOSX wB97M-V def2-TZVPD def2/J DEFGRID3
* xyz 0 1
O -1.56 -2.44 -1.73
F 0.29 -6.14 -6.85
N 2.33 2.98 0.45
N -1.63 2.37 5.03
C -0.55 -1.81 -2.06
C 2.52 2.04 -0.46
C -0.89 1.34 5.47
C -1.19 3.07 3.95
C 0.29 0.95 4.81
C -0.46 -5.34 -4.80
C -1.00 -0.16 -0.16
C 1.05 0.05 -1.40
C 0.89 -3.97 -6.21
C -0.57 -4.32 -3.86
C -0.69 0.96 0.60
C 0.73 1.67 3.69
C 0.24 -5.16 -5.97
C -0.17 -0.64 -1.19
C 1.41 1.11 -0.56
C 0.87 -2.97 -5.25
C 0.13 -3.14 -4.10
C 0.52 1.60 0.39
C -0.02 2.74 3.23
N 1.62 -1.82 -5.54
N 0.22 -2.12 -3.15
N 1.09 2.73 1.00
C -1.42 0.51 6.59
C -2.03 4.28 3.66
C 0.44 3.55 2.06
H 3.47 1.94 -1.05
H 0.86 0.14 5.18
H -0.99 -6.27 -4.60
H -1.93 -0.67 -0.02
H 1.76 -0.23 -2.19
H 1.47 -3.81 -7.11
H -1.13 -4.45 -2.94
H -1.33 1.33 1.38
H 1.65 1.33 3.22
H 2.06 -1.79 -6.42
H 1.13 -0.96 -5.23
H 1.03 -1.51 -3.24
H -0.73 0.70 7.45
H -1.44 -0.56 6.33
H -2.42 0.85 6.88
H -2.80 4.36 4.40
H -1.41 5.17 3.66
H -2.51 4.13 2.69
H -0.41 4.11 1.58
H 1.20 4.24 2.41
*
```

Results
- HOMO-LUMO gap: 8.4629 eV
- Structure (SMILES): Cc1ccc(Cn2ncc3cc(C(=O)Nc4ccc(F)cc4N)ccc32)c(C)n1
- E_HOMO: -8.11 eV
- E: -35354.43535 eV

Table of Mulliken atomic charges, one value per atom, all in e: -0.688, -0.327, -1.170, -0.578, 0.549, -0.547, 0.550, 0.855, -0.942, -0.513, -1.044, -0.515, -0.490, -0.475, -0.377, 0.114, 0.024, 0.832, -0.249, 0.888, -0.113, 0.659, 0.076, -0.558, -0.107, 0.877, -1.185, -1.368, -1.007, 0.430, 0.446, 0.379, 0.476, 0.266, 0.304, 0.415, 0.413, 0.425, 0.198, 0.207, 0.215, 0.281, 0.335, 0.321, 0.386, 0.383, 0.296, 0.305, 0.352

Entry 5:
Formula: C22H20N2O4S2
Source: the Open Molecules 2025 dataset
Level of theory: ωB97M-V/def2-TZVPD

The geometry in ORCA input format:
```
! RIJCOSX wB97M-V def2-TZVPD def2/J DEFGRID3
* xyz 0 1
C 3.55 2.67 -1.63
H 4.34 2.59 -2.37
H 2.59 2.86 -2.10
H 3.78 3.44 -0.91
S 3.37 1.07 -0.77
C 4.96 0.92 -0.09
N 5.80 1.92 -0.34
C 7.02 1.88 0.15
C 7.50 0.84 0.93
C 6.63 -0.20 1.21
C 5.34 -0.18 0.70
C 4.45 -1.32 1.02
O 4.79 -2.26 1.70
O 3.25 -1.21 0.46
C 2.33 -2.27 0.70
C 1.06 -2.02 -0.06
C 0.45 -0.77 0.01
C -0.71 -0.53 -0.69
C -1.30 -1.53 -1.45
C -0.70 -2.78 -1.50
C 0.47 -3.02 -0.82
H 0.94 -3.99 -0.87
H -1.16 -3.57 -2.08
C -2.58 -1.25 -2.19
H -3.04 -2.18 -2.53
H -2.40 -0.59 -3.05
O -3.51 -0.54 -1.37
C -4.21 -1.26 -0.48
O -4.16 -2.46 -0.40
C -5.06 -0.40 0.37
C -5.99 -1.02 1.20
C -6.80 -0.25 2.02
C -6.63 1.13 1.98
N -5.75 1.73 1.21
C -4.97 1.00 0.42
S -3.82 1.89 -0.54
C -4.14 3.57 0.07
H -3.45 4.23 -0.46
H -3.96 3.61 1.14
H -5.17 3.84 -0.14
H -7.23 1.79 2.59
H -7.54 -0.70 2.66
H -6.06 -2.10 1.17
H -1.19 0.44 -0.65
H 0.91 0.01 0.59
H 2.13 -2.33 1.79
H 2.79 -3.22 0.40
H 6.93 -1.05 1.81
H 8.51 0.85 1.32
H 7.65 2.73 -0.11
*
```

Results
- HOMO-LUMO gap: 8.7183 eV
- Structure (SMILES): CSc1ncccc1C(=O)OCc1ccc(COC(=O)c2cccnc2SC)cc1
- E_HOMO: -8.42 eV
- E: -55979.97835 eV

Table of Mulliken atomic charges, one value per atom, all in e: -0.991, 0.322, 0.378, 0.315, 0.296, 0.211, -0.432, -0.435, -0.559, -0.571, 0.373, 0.491, -0.652, -0.141, -0.986, 0.991, -0.608, -0.462, 1.106, -0.800, -0.910, 0.343, 0.341, -1.153, 0.364, 0.364, -0.245, 0.677, -0.643, 0.176, -0.553, -0.557, -0.424, -0.430, 0.451, 0.177, -0.968, 0.384, 0.282, 0.317, 0.399, 0.405, 0.475, 0.332, 0.580, 0.365, 0.327, 0.481, 0.406, 0.393